This record from the Open Molecules 2025 dataset describes a structure of composition C3H3HgLiO3. The level of theory is the ωB97M-V functional and the def2-TZVPD basis.

The value obtained for the largest force on an atom is 5.0 eV/Å. As for the charge: +1. The spin multiplicity is 2. For the energy relative to the best compared isomer or geometry (same formula, charge and spin), the calculation gives 1.709 eV. The LUMO energy (alpha / beta) is -4.22 / -5.28 eV.

```
11
Properties=species:S:1:pos:R:3:forces:R:3:mulliken_spin:R:1
O 0.136 -1.331 0.505 -4.63 1.55 -1.24 0.0083
Hg 2.212 0.183 -0.129 0.83 0.62 -0.26 0.4516
C -1.249 -1.722 0.099 -0.40 -2.74 0.09 -0.0065
C -0.083 0.059 0.225 2.55 1.58 -0.40 0.4982
O -1.739 -1.033 -0.877 1.09 -0.29 1.70 0.0298
C -0.954 0.201 -1.000 0.62 0.13 0.22 0.0076
H -0.424 0.155 -1.958 -0.03 0.10 0.34 -0.0020
H -1.629 1.063 -0.953 0.16 -0.29 0.02 0.0022
H 0.025 1.421 1.643 -0.03 0.20 -0.06 0.0031
Li -0.738 -0.884 2.544 -0.03 -0.23 -0.29 -0.0005
O -0.560 0.693 1.410 -0.12 -0.63 -0.14 0.0082
```
Positions in Å, forces in eV/Å.